Entry 1:
{"formula": "C54H36CaN15O2", "method": "wB97M-V/def2-TZVPD", "spin_multiplicity": 1, "gap_ev": [5.06, 4.96], "homo_energy_ev": [-3.29, -3.26], "e_above_lowest_kcal_mol": 0.0, "charge": -1, "species": ["Ca", "C", "C", "C", "C", "C", "N", "C", "N", "C", "C", "C", "C", "C", "C", "C", "C", "N", "C", "N", "C", "N", "C", "N", "C", "N", "C", "C", "C", "C", "C", "C", "C", "C", "C", "C", "C", "C", "N", "C", "C", "H", "H", "H", "H", "H", "H", "H", "H", "H", "H", "H", "H", "H", "H", "H", "H", "C", "N", "C", "C", "N", "C", "C", "C", "C", "C", "C", "N", "C", "N", "C", "C", "C", "C", "C", "C", "N", "H", "H", "H", "H", "H", "H", "H", "H", "H", "H", "H", "H", "H", "H", "H", "O", "N", "N", "O", "C", "C", "C", "C", "C", "C", "H", "H", "H", "H", "H"], "positions_angstrom": [[-1.177, -0.799, -0.614], [-6.133, -1.368, -2.361], [-6.158, -2.458, -1.479], [-5.467, -2.413, -0.278], [-4.756, -1.258, 0.015], [-3.980, -0.807, 1.213], [-3.749, 0.511, 1.176], [-3.973, 0.879, -0.126], [-3.448, 1.969, -0.676], [-2.902, 1.725, -1.887], [-2.729, 2.630, -3.021], [-3.029, 3.974, -3.222], [-2.777, 4.518, -4.473], [-2.257, 3.725, -5.512], [-1.972, 2.382, -5.316], [-2.206, 1.838, -4.056], [-2.031, 0.488, -3.509], [-1.610, -0.553, -4.224], [-1.466, -1.787, -3.725], [-1.519, -2.160, -2.409], [-1.358, -3.494, -2.313], [-1.382, -4.259, -1.182], [-1.804, -3.828, -0.015], [-2.372, -2.622, 0.297], [-2.775, -2.643, 1.592], [-3.436, -1.640, 2.137], [-2.342, -3.909, 2.229], [-2.428, -4.390, 3.523], [-1.915, -5.657, 3.780], [-1.353, -6.424, 2.755], [-1.277, -5.937, 1.454], [-1.765, -4.666, 1.211], [-1.161, -4.047, -3.649], [-0.968, -5.349, -4.113], [-0.836, -5.541, -5.478], [-0.909, -4.454, -6.371], [-1.106, -3.163, -5.913], [-1.223, -2.965, -4.538], [-2.408, 0.508, -2.193], [-4.731, -0.188, -0.851], [-5.418, -0.221, -2.056], [-6.676, -1.428, -3.297], [-6.722, -3.346, -1.743], [-5.473, -3.256, 0.405], [-3.435, 4.577, -2.416], [-2.991, 5.565, -4.657], [-2.087, 4.174, -6.486], [-1.582, 1.759, -6.115], [-2.868, -3.788, 4.311], [-1.946, -6.054, 4.787], [-0.969, -7.414, 2.984], [-0.835, -6.516, 0.649], [-0.924, -6.176, -3.414], [-0.674, -6.539, -5.870], [-0.815, -4.637, -7.436], [-1.175, -2.325, -6.600], [-5.388, 0.618, -2.744], [0.410, 3.095, -1.075], [-0.128, 2.902, 0.255], [0.835, 2.992, 1.337], [1.852, 1.891, 1.448], [2.593, 1.451, 0.478], [3.376, 0.450, 1.042], [4.318, -0.384, 0.447], [4.975, -1.300, 1.250], [4.710, -1.390, 2.626], [3.765, -0.575, 3.230], [3.098, 0.327, 2.408], [2.126, 1.287, 2.651], [0.879, 1.860, -1.802], [0.662, 0.606, -1.517], [1.366, -0.124, -2.500], [1.580, -1.498, -2.640], [2.306, -1.931, -3.736], [2.838, -1.027, -4.668], [2.683, 0.339, -4.511], [1.947, 0.761, -3.409], [1.623, 2.015, -2.933], [-0.320, 3.585, -1.725], [1.264, 3.768, -1.000], [-0.675, 2.057, 0.330], [1.388, 3.927, 1.236], [0.277, 3.054, 2.274], [4.513, -0.319, -0.617], [5.702, -1.972, 0.809], [5.245, -2.118, 3.224], [3.549, -0.648, 4.290], [1.565, 1.369, 3.479], [1.208, -2.201, -1.903], [2.468, -2.992, -3.876], [3.392, -1.406, -5.520], [3.119, 1.043, -5.213], [1.900, 2.893, -3.328], [-0.719, 0.124, 1.269], [-0.212, -0.666, 2.120], [0.359, -1.704, 1.615], [0.452, -1.937, 0.314], [0.967, -2.639, 2.554], [1.627, -3.732, 2.024], [2.253, -4.632, 2.880], [2.219, -4.439, 4.255], [1.533, -3.345, 4.772], [0.902, -2.444, 3.931], [1.635, -3.864, 0.950], [2.764, -5.493, 2.464], [2.716, -5.138, 4.918], [1.492, -3.190, 5.845], [0.352, -1.600, 4.324]], "forces_ev_per_a": [[-0.808, 0.717, -1.228], [0.029, -0.043, 0.094], [0.030, 0.084, -0.006], [0.040, -0.046, 0.006], [-0.019, -0.134, 0.294], [0.266, 0.241, -0.014], [0.015, -0.435, -0.063], [0.091, 0.413, -0.435], [-0.001, -0.546, 0.334], [-0.040, -0.165, -0.245], [-0.106, -0.069, 0.208], [0.037, 0.116, -0.046], [0.002, -0.079, 0.051], [-0.005, -0.055, 0.057], [0.005, 0.086, -0.050], [0.012, -0.339, -0.038], [0.157, -0.008, -0.268], [-0.129, -0.118, 0.443], [0.050, 0.360, -0.128], [-0.216, -0.754, -0.419], [-0.212, 0.125, -0.098], [0.042, 0.298, 0.215], [-0.012, -0.149, -0.553], [-0.082, -0.584, 0.166], [-0.224, 0.259, -0.193], [-0.218, -0.170, -0.183], [-0.023, 0.116, 0.055], [-0.011, 0.037, 0.087], [0.026, -0.003, -0.085], [-0.030, 0.032, 0.017], [0.064, -0.040, -0.015], [-0.091, 0.072, -0.132], [0.041, -0.148, 0.275], [0.031, 0.047, -0.100], [0.011, 0.070, 0.086], [-0.012, 0.014, 0.082], [0.021, -0.064, -0.074], [-0.074, 0.149, 0.000], [-0.338, 0.310, -0.273], [0.093, 0.241, 0.081], [-0.044, 0.003, -0.080], [0.016, -0.004, 0.013], [0.034, 0.048, 0.007], [0.002, 0.038, -0.029], [0.015, -0.064, -0.077], [0.015, -0.042, 0.000], [0.001, -0.026, 0.072], [-0.024, 0.059, 0.071], [0.027, -0.041, -0.070], [-0.004, -0.006, -0.027], [-0.014, 0.085, -0.021], [-0.042, 0.041, 0.077], [-0.003, 0.018, -0.033], [-0.024, 0.023, 0.006], [0.013, 0.003, 0.033], [0.020, -0.051, 0.084], [0.010, -0.036, 0.027], [-0.087, -0.399, 0.148], [0.319, 0.299, -0.183], [-0.179, -0.202, 0.024], [0.013, -0.009, 0.174], [0.302, -0.002, 0.051], [-0.047, 0.009, -0.163], [0.091, -0.095, -0.033], [-0.070, 0.034, 0.052], [-0.087, 0.077, -0.048], [0.006, -0.049, -0.029], [-0.066, 0.211, 0.129], [0.118, -0.154, -0.083], [0.009, -0.158, -0.221], [0.305, -0.027, -0.575], [-0.100, 0.138, 0.286], [-0.056, 0.048, 0.070], [-0.005, 0.061, 0.009], [-0.008, -0.017, 0.047], [0.011, 0.007, 0.000], [0.048, 0.050, -0.035], [0.072, -0.018, -0.058], [-0.199, 0.026, 0.031], [0.092, 0.068, -0.045], [-0.143, -0.014, 0.113], [-0.035, 0.153, -0.035], [0.016, -0.036, 0.019], [-0.026, 0.008, 0.043], [-0.009, 0.028, 0.011], [-0.032, 0.007, -0.004], [0.008, -0.031, -0.068], [-0.073, -0.037, -0.001], [-0.001, 0.055, -0.077], [-0.024, 0.028, 0.001], [-0.023, 0.017, 0.051], [-0.052, -0.048, 0.047], [0.027, 0.105, -0.037], [0.430, 0.325, 1.347], [0.428, -0.365, 0.142], [0.229, -0.207, 0.269], [0.681, -0.279, 1.398], [-0.189, 0.352, -0.521], [0.062, -0.112, -0.063], [-0.036, 0.028, 0.013], [-0.008, 0.022, -0.106], [0.023, 0.007, 0.015], [-0.110, 0.126, -0.020], [0.013, 0.030, 0.049], [-0.020, 0.070, 0.020], [-0.045, 0.033, -0.034], [-0.025, -0.009, -0.075], [0.041, -0.039, -0.004]]}


Entry 2:
{"formula": "C54H37BrCdFN12O5", "method": "wB97M-V/def2-TZVPD", "spin_multiplicity": 1, "gap_ev": [2.38, 2.38], "homo_energy_ev": [-2.81, -2.80], "e_above_lowest_kcal_mol": 0.0, "charge": -1, "species": ["Cd", "C", "C", "C", "C", "C", "N", "C", "N", "C", "C", "C", "C", "C", "C", "C", "C", "N", "C", "N", "C", "N", "C", "N", "C", "N", "C", "C", "C", "C", "C", "C", "C", "C", "C", "C", "C", "C", "N", "C", "C", "H", "H", "H", "H", "H", "H", "H", "H", "H", "H", "H", "H", "H", "H", "H", "H", "C", "C", "N", "C", "C", "C", "O", "O", "C", "O", "C", "C", "C", "F", "C", "C", "C", "N", "C", "C", "N", "C", "C", "H", "H", "H", "H", "H", "H", "H", "H", "H", "H", "H", "H", "H", "H", "H", "H", "H", "H", "Br", "C", "C", "C", "C", "C", "N", "C", "O", "O", "H", "H", "H"], "positions_angstrom": [[0.312, -0.124, -0.257], [-4.576, 2.613, -3.755], [-4.777, 1.320, -4.245], [-4.200, 0.220, -3.627], [-3.420, 0.451, -2.507], [-2.625, -0.437, -1.637], [-1.993, 0.315, -0.694], [-2.327, 1.599, -0.849], [-1.989, 2.633, -0.087], [-1.120, 2.528, 0.908], [-0.902, 3.627, 1.873], [-1.458, 4.888, 1.990], [-1.028, 5.685, 3.043], [-0.075, 5.221, 3.953], [0.473, 3.951, 3.834], [0.049, 3.165, 2.778], [0.384, 1.791, 2.352], [1.211, 1.030, 3.012], [1.382, -0.275, 2.741], [0.647, -1.040, 1.934], [1.071, -2.330, 2.022], [0.554, -3.379, 1.414], [-0.392, -3.288, 0.488], [-0.871, -2.175, -0.136], [-1.847, -2.528, -0.981], [-2.603, -1.734, -1.764], [-2.024, -3.973, -0.947], [-2.879, -4.840, -1.620], [-2.779, -6.193, -1.351], [-1.850, -6.676, -0.414], [-1.008, -5.815, 0.264], [-1.094, -4.455, -0.019], [2.173, -2.408, 2.973], [2.983, -3.450, 3.410], [4.026, -3.148, 4.269], [4.265, -1.828, 4.681], [3.449, -0.791, 4.258], [2.394, -1.095, 3.407], [-0.330, 1.498, 1.229], [-3.226, 1.738, -2.014], [-3.796, 2.838, -2.629], [-5.027, 3.451, -4.272], [-5.384, 1.180, -5.132], [-4.330, -0.784, -4.008], [-2.194, 5.230, 1.276], [-1.433, 6.682, 3.162], [0.242, 5.868, 4.761], [1.211, 3.579, 4.531], [-3.591, -4.455, -2.338], [-3.427, -6.892, -1.865], [-1.805, -7.742, -0.218], [-0.298, -6.172, 1.000], [2.804, -4.462, 3.067], [4.678, -3.939, 4.625], [5.097, -1.621, 5.343], [3.624, 0.231, 4.564], [-3.612, 3.834, -2.251], [7.479, -4.085, 0.695], [6.367, -3.625, 1.627], [5.170, -3.218, 0.919], [4.926, -1.884, 0.740], [3.864, -1.343, 0.105], [3.706, 0.178, 0.185], [4.748, 0.822, 0.348], [2.523, 0.580, 0.165], [2.904, -2.229, -0.507], [1.874, -1.924, -1.098], [3.203, -3.676, -0.351], [2.277, -4.565, -0.886], [2.444, -5.901, -0.673], [1.593, -6.806, -1.235], [3.486, -6.389, 0.108], [4.432, -5.519, 0.612], [4.304, -4.141, 0.381], [3.578, -7.790, 0.407], [2.363, -8.388, 0.915], [2.706, -9.710, 1.563], [3.326, -10.579, 0.495], [4.558, -9.939, -0.093], [4.170, -8.583, -0.646], [8.361, -4.373, 1.266], [7.757, -3.280, 0.015], [7.165, -4.938, 0.093], [6.690, -2.763, 2.211], [6.107, -4.400, 2.354], [5.641, -1.205, 1.188], [1.441, -4.170, -1.444], [5.216, -5.922, 1.238], [1.602, -8.551, 0.135], [1.913, -7.726, 1.657], [1.833, -10.236, 1.946], [3.458, -9.596, 2.343], [2.635, -10.691, -0.255], [3.535, -11.511, 0.854], [4.946, -10.615, -0.854], [5.269, -9.841, 0.726], [3.488, -8.714, -1.506], [5.065, -8.085, -1.017], [0.173, -3.642, -3.809], [-0.402, -1.885, -4.340], [-1.140, -1.792, -5.508], [-1.494, -0.517, -5.912], [-1.087, 0.567, -5.157], [-0.366, 0.344, -3.989], [-0.038, -0.887, -3.584], [0.067, 1.554, -3.143], [-0.071, 2.652, -3.687], [0.500, 1.300, -1.996], [-1.413, -2.677, -6.065], [-2.076, -0.376, -6.815], [-1.314, 1.591, -5.418]], "forces_ev_per_a": [[0.438, -0.124, -0.421], [0.007, -0.001, 0.000], [-0.023, 0.019, -0.015], [-0.003, -0.001, 0.063], [-0.053, 0.023, -0.025], [-0.060, 0.053, 0.024], [0.071, -0.008, 0.211], [-0.038, -0.087, -0.097], [-0.027, 0.084, 0.026], [0.072, 0.006, 0.024], [-0.021, 0.053, 0.008], [0.021, -0.037, -0.008], [0.014, 0.008, 0.014], [-0.022, 0.052, 0.003], [0.006, -0.049, -0.047], [-0.016, 0.054, 0.016], [-0.019, 0.049, -0.051], [0.045, 0.155, 0.123], [-0.055, -0.253, -0.022], [0.028, 0.226, -0.069], [-0.011, -0.151, 0.242], [-0.018, 0.010, 0.079], [-0.048, -0.195, -0.135], [-0.110, 0.096, -0.031], [0.148, -0.159, 0.238], [-0.122, 0.016, -0.170], [-0.077, 0.019, -0.114], [0.033, 0.004, 0.010], [-0.029, -0.018, -0.029], [0.001, -0.007, 0.019], [-0.051, 0.003, -0.029], [0.084, 0.044, 0.100], [0.053, -0.019, -0.130], [-0.019, -0.004, -0.006], [0.053, -0.008, 0.031], [0.005, 0.016, 0.032], [-0.047, -0.041, 0.022], [0.052, 0.061, 0.054], [-0.090, -0.120, 0.028], [-0.026, 0.055, -0.021], [0.009, -0.030, -0.002], [-0.009, 0.012, -0.011], [-0.009, -0.004, -0.012], [-0.006, -0.038, -0.014], [-0.022, 0.015, -0.022], [-0.004, 0.018, 0.010], [0.005, 0.011, 0.017], [0.031, -0.006, 0.031], [-0.016, 0.006, -0.016], [-0.008, -0.021, -0.005], [-0.004, -0.032, 0.001], [0.034, -0.011, 0.039], [-0.007, -0.032, -0.008], [-0.008, 0.003, 0.013], [0.014, -0.004, 0.003], [0.016, 0.041, 0.003], [0.005, 0.031, 0.011], [-0.030, 0.009, -0.012], [0.049, -0.015, 0.171], [0.085, 0.024, -0.173], [-0.071, 0.108, 0.082], [0.038, -0.136, -0.067], [-0.039, -0.154, 0.162], [0.163, 0.072, -0.009], [-0.244, 0.270, -0.068], [-0.145, -0.120, 0.101], [0.051, 0.228, -0.091], [0.038, 0.023, -0.034], [0.074, -0.147, -0.032], [0.031, 0.058, -0.108], [0.032, -0.013, -0.036], [0.005, 0.071, -0.013], [-0.131, -0.005, 0.069], [-0.140, 0.025, 0.058], [0.237, -0.025, 0.080], [-0.137, 0.032, 0.145], [0.020, -0.073, 0.009], [-0.082, -0.066, -0.100], [-0.008, -0.063, 0.057], [-0.048, -0.035, -0.159], [0.039, -0.011, 0.031], [0.007, 0.022, -0.011], [-0.009, -0.021, -0.018], [0.010, -0.035, -0.010], [0.011, 0.028, -0.018], [0.018, 0.002, -0.015], [-0.053, 0.047, -0.041], [0.034, -0.023, 0.000], [-0.001, 0.003, 0.015], [0.040, -0.012, -0.012], [-0.012, 0.034, 0.000], [-0.043, 0.009, 0.005], [0.050, -0.002, 0.062], [0.018, 0.081, 0.005], [0.009, 0.034, -0.017], [0.007, 0.003, -0.043], [0.019, -0.002, 0.008], [-0.010, -0.011, 0.024], [-0.067, -0.008, -0.021], [0.036, -0.043, -0.026], [0.013, -0.061, 0.018], [-0.009, 0.051, -0.059], [-0.009, 0.004, 0.027], [-0.040, 0.026, -0.095], [0.036, -0.013, 0.005], [-0.116, -0.131, -0.057], [0.002, 0.117, -0.078], [0.128, 0.074, 0.307], [-0.009, -0.008, 0.003], [-0.011, 0.004, 0.002], [-0.002, -0.005, -0.009]]}